74
Properties=species:S:1:pos:R:3:lowdin_charge:R:1 method="wB97M-V/def2-TZVPD" charge=+2 e_above_lowest_kj_mol=0.00 orbital_gap_ev=7.21 lumo_ev=-7.065
C -0.999 2.183 -0.447 -0.123
C 0.369 2.043 -0.694 -0.352
C 0.870 2.170 -2.004 -0.058
C 0.016 2.553 -3.028 -0.056
C -1.322 2.852 -2.776 -0.038
C -1.788 2.670 -1.470 -0.122
P 1.427 1.606 0.751 0.985
C 3.086 2.037 0.230 -0.375
C 4.035 1.134 -0.305 -0.072
C 5.272 1.641 -0.709 -0.048
C 5.582 2.998 -0.543 -0.029
C 4.618 3.868 -0.029 -0.043
C 3.373 3.401 0.357 -0.071
Tl 0.806 -0.802 1.066 0.902
P -0.885 -2.064 -0.254 0.997
C -0.612 -1.514 -1.961 -0.363
C -1.718 -1.033 -2.679 -0.097
C -1.597 -0.717 -4.025 -0.058
C -0.373 -0.783 -4.691 -0.033
C 0.748 -1.178 -3.951 -0.055
C 0.651 -1.532 -2.604 -0.084
C -0.604 -3.849 0.010 -0.345
C -0.489 -4.431 1.297 -0.074
C -0.183 -5.787 1.430 -0.044
C 0.008 -6.592 0.304 -0.030
C -0.190 -6.040 -0.962 -0.048
C -0.500 -4.690 -1.112 -0.074
C -2.368 -1.448 0.600 -0.366
C -2.454 -0.585 1.725 -0.100
C -3.712 -0.290 2.266 -0.048
C -4.889 -0.808 1.708 -0.025
C -4.776 -1.691 0.631 -0.039
C -3.539 -2.020 0.090 -0.095
C 0.842 2.419 2.269 -0.373
C 0.212 3.668 2.169 -0.087
C -0.240 4.304 3.323 -0.043
C -0.088 3.716 4.580 -0.030
C 0.607 2.505 4.678 -0.048
C 1.094 1.858 3.544 -0.083
H -0.543 -3.807 2.198 0.112
H -0.004 -6.195 2.426 0.124
H 0.301 -7.636 0.431 0.127
H -0.030 -6.678 -1.821 0.119
H -0.613 -4.299 -2.122 0.111
H -2.682 -0.892 -2.204 0.061
H -2.460 -0.390 -4.595 0.120
H -0.271 -0.495 -5.749 0.132
H 1.724 -1.211 -4.439 0.123
H 1.557 -1.809 -2.053 0.113
H -1.561 -0.120 2.168 0.070
H -3.777 0.372 3.138 0.125
H -5.864 -0.582 2.165 0.132
H -5.688 -2.108 0.218 0.123
H -3.490 -2.695 -0.759 0.119
H 0.024 4.137 1.207 0.115
H -0.758 5.254 3.271 0.120
H -0.460 4.190 5.491 0.127
H 0.759 2.020 5.640 0.122
H 1.611 0.894 3.624 0.099
H 3.783 0.067 -0.367 0.104
H 5.989 0.949 -1.151 0.121
H 6.579 3.347 -0.814 0.125
H 4.872 4.916 0.063 0.121
H 2.646 4.097 0.765 0.111
H 1.929 1.996 -2.196 0.116
H 0.409 2.623 -4.027 0.117
H -1.975 3.144 -3.605 0.128
H -2.780 2.824 -1.075 0.093
H -1.503 2.004 0.509 0.112
H -3.563 1.026 -2.420 0.085
H -3.574 1.061 -1.672 0.074
O 3.858 -3.176 3.632 0.109
C 3.050 -2.591 2.980 -0.512
N 2.217 -2.011 2.358 -0.051

77
Properties=species:S:1:pos:R:3:lowdin_charge:R:1 method="wB97M-V/def2-TZVPD" orbital_gap_ev=6.19 lumo_ev=0.185
Au -1.958 -1.662 -0.090 0.833
O 1.874 -1.949 -0.080 -0.324
P 2.632 -0.676 -0.403 0.709
C 1.964 0.939 0.149 -0.280
P 0.153 1.026 0.328 0.822
O -0.765 0.019 -0.458 -0.527
C -0.166 2.687 -0.279 -0.279
C -0.785 2.931 -1.519 -0.051
C -0.626 4.161 -2.162 -0.096
C 0.022 5.201 -1.596 -0.090
C 0.606 4.979 -0.343 -0.073
C 0.449 3.786 0.369 -0.069
C -0.416 1.050 2.035 -0.273
C 0.428 1.228 3.104 -0.091
C -0.103 1.398 4.393 -0.077
C -1.475 1.358 4.679 -0.042
C -2.313 1.307 3.534 -0.075
C -1.808 1.240 2.265 -0.074
C 4.269 -0.698 0.239 -0.299
C 4.385 -0.680 1.619 -0.084
C 5.649 -0.725 2.163 -0.077
C 6.776 -0.867 1.355 -0.083
C 6.630 -0.939 -0.005 -0.086
C 5.381 -0.760 -0.577 -0.066
C 2.689 -0.430 -2.164 -0.299
C 3.444 0.556 -2.789 -0.121
C 3.721 0.545 -4.154 -0.093
C 3.186 -0.445 -4.958 -0.080
C 2.352 -1.391 -4.352 -0.074
C 2.149 -1.457 -2.970 -0.041
H 2.298 1.751 -0.568 0.097
H 2.495 1.118 1.067 0.039
H -1.346 2.137 -1.991 0.101
H -1.097 4.247 -3.171 0.123
H -0.075 6.214 -1.917 0.102
H 1.136 5.803 0.122 0.102
H 0.878 3.633 1.336 0.097
H 1.499 1.184 2.999 0.089
H 0.573 1.531 5.214 0.094
H -1.848 1.382 5.697 0.105
H -3.405 1.336 3.647 0.110
H -2.562 1.187 1.454 0.103
H 3.509 -0.644 2.271 0.116
H 5.816 -0.643 3.240 0.112
H 7.778 -0.803 1.823 0.119
H 7.460 -1.118 -0.709 0.117
H 5.246 -0.769 -1.706 0.128
H 3.894 1.356 -2.184 0.113
H 4.352 1.346 -4.507 0.102
H 3.532 -0.467 -6.014 0.118
H 1.686 -2.025 -4.988 0.119
H 1.598 -2.246 -2.462 0.110
C -4.987 -2.162 -0.505 -0.203
N -3.745 -2.668 0.127 -0.157
C -3.671 -3.896 0.602 -0.122
C -2.465 -4.386 1.063 -0.378
C -1.984 -5.667 1.460 -0.061
C -0.628 -5.441 1.705 -0.121
C -0.317 -4.118 1.298 -0.152
N -1.435 -3.501 0.855 -0.103
C -5.032 -0.643 -0.560 -0.257
C -4.738 0.043 -1.779 -0.025
C -4.592 1.443 -1.723 -0.106
C -4.877 2.146 -0.585 -0.098
C -5.294 1.452 0.582 -0.087
C -5.391 0.061 0.561 -0.070
H -5.861 -2.551 0.046 0.113
H -5.080 -2.587 -1.515 0.112
H -4.550 -4.566 0.595 0.133
H -2.509 -6.635 1.409 0.098
H 0.029 -6.167 2.181 0.078
H 0.577 -3.594 1.160 0.049
H -4.608 -0.513 -2.718 0.113
H -4.273 1.960 -2.602 0.090
H -4.984 3.199 -0.556 0.087
H -5.546 2.007 1.458 0.087
H -5.801 -0.457 1.459 0.129